{"formula": "C8H14FI2N2O", "method": "ωB97M-V/def2-TZVPD", "species": ["C", "C", "C", "C", "C", "C", "C", "C", "N", "N", "O", "F", "I", "I", "H", "H", "H", "H", "H", "H", "H", "H", "H", "H", "H", "H", "H", "H"], "positions_angstrom": [[1.554841, -0.080530, -1.411179], [-0.581758, -1.273326, -1.106780], [0.040706, 0.364148, 0.499079], [-2.025249, -0.787593, -1.056859], [-1.350744, 0.395268, 0.923555], [3.822229, 0.894645, -1.703510], [2.590686, 0.815290, -0.804198], [-4.021753, -0.256950, 3.806731], [0.329186, -0.221747, -0.682151], [-2.287399, -0.146408, 0.214889], [1.660544, -0.674885, -2.442006], [-3.440035, 0.765521, 3.134356], [-4.766889, -1.703053, 2.391476], [0.426895, -1.105662, 2.405773], [-0.453055, -2.139930, -0.445622], [-0.301853, -1.563415, -2.122353], [0.655061, 1.208934, 0.789151], [-3.269238, -0.729669, 4.431206], [-2.214915, -0.061782, -1.854648], [-2.709570, -1.627147, -1.186851], [-1.614151, 0.963831, 1.804893], [3.555479, 1.297891, -2.673760], [4.247302, -0.092668, -1.855775], [4.571567, 1.531812, -1.244844], [2.179729, 1.818153, -0.663833], [2.870070, 0.417493, 0.176285], [-3.245204, -0.164499, 0.563101], [-4.848711, 0.134455, 4.394569]], "atomic_forces_ev_per_a": [[-0.2, 0.2, 0.3], [-0.2, -0.3, -0.2], [0.5, -0.2, 0.6], [0.4, -0.3, -0.8], [-0.3, 0.2, -0.1], [-0.1, 0.0, 0.2], [0.5, 0.0, -0.3], [-0.3, -0.5, 0.4], [-0.3, -0.2, -0.4], [0.0, 0.3, 0.5], [0.2, -0.1, -0.1], [0.4, 0.7, -0.5], [0.1, 0.2, 0.3], [-0.1, 0.4, -0.4], [0.0, 0.1, 0.0], [-0.1, 0.0, 0.2], [-0.1, -0.1, 0.1], [-0.1, -0.2, -0.1], [0.0, -0.1, 0.1], [0.0, 0.1, 0.1], [0.0, -0.1, 0.0], [0.0, 0.1, -0.1], [0.0, -0.1, 0.0], [0.1, 0.1, 0.0], [-0.1, 0.0, 0.1], [-0.1, 0.0, 0.1], [0.1, 0.1, 0.2], [-0.1, -0.2, -0.1]], "gap_ha": 0.2953, "total_energy_ev": -32463.098, "homo_energy_ev": -13.07, "de_lowest_kcal_mol": 0.0, "charge": 1, "e_lumo_ev": -5.030, "mol_weight_g_mol": 427.0}